No. 1
Below is a cluster of 2 separate species, C9H8N2O2 in total in a non-equilibrium geometry, with properties calculated with wB97M-V/def2-TZVPD.

For the energy above the lowest of the compared OMol25 structures with the same formula, charge and spin, the calculation gives 120.6 kcal/mol. As for the total charge: 0. For the total energy, the calculation gives -607.5978 Ha. The calculation puts the strongest force on any atom at 4.97 eV/Å. The HOMO-LUMO gap is 7.60 eV. As for the HOMO energy: -8.018 eV.

Each line ends with the Löwdin charge.
Positions of all 21 atoms, in Å:
1 C 1.271 0.633 -0.398  -0.03
2 C -2.955 0.206 0.652  -0.13
3 C -2.755 -1.231 0.553  -0.05
4 C -2.252 1.147 0.087  -0.06
5 C -1.624 -1.716 -0.115  0.00
6 C -1.071 0.656 -0.688  -0.23
7 C -0.631 -0.749 -0.490  -0.11
8 C 0.796 -0.720 -0.371  -0.26
9 C 4.677 0.260 0.513  -0.43
10 N 0.269 1.362 -0.596  0.02
11 N 4.336 1.385 0.595  0.22
12 O 1.421 -1.918 -0.281  0.06
13 O 5.262 -0.751 0.743  0.09
14 H -3.934 0.538 1.188  0.14
15 H -3.494 -1.882 0.944  0.08
16 H -2.810 2.100 -0.132  0.13
17 H -1.474 -2.767 -0.334  0.11
18 H -1.228 0.921 -1.793  0.19
19 H 3.575 2.001 0.622  0.05
20 H 0.287 2.311 -0.742  0.10
21 H 2.334 -1.786 0.043  0.11

---

No. 2
Below is an isolated molecule of C9H8N2O2S, with properties calculated with wB97M-V/def2-TZVPD.

For the energy above the lowest of the compared OMol25 structures with the same formula, charge and spin, the calculation gives 2.2 kcal/mol. As for the total charge: 0. Its SMILES is O=C1CS/C(=N\c2ccc(O)cc2)N1. For the total energy, the calculation gives -1005.9675 Ha. The calculation puts the strongest force on any atom at 0.97 eV/Å. The HOMO-LUMO gap is 8.49 eV. As for the HOMO energy: -8.016 eV.

Each line ends with the Löwdin charge.
Positions of all 22 atoms, in Å:
1 O -4.748 -0.815 0.075  0.09
2 C -3.650 -0.328 0.018  -0.53
3 C -3.362 1.130 -0.277  -0.35
4 S -1.569 1.367 -0.203  0.99
5 C -1.269 -0.376 0.095  -0.59
6 N -0.203 -1.029 0.177  0.10
7 C 1.099 -0.574 0.111  -0.29
8 C 1.505 0.721 0.431  -0.05
9 C 2.840 1.067 0.368  -0.02
10 C 3.794 0.133 -0.021  -0.33
11 O 5.115 0.438 -0.102  0.05
12 C 3.394 -1.165 -0.334  -0.01
13 C 2.065 -1.514 -0.258  -0.02
14 N -2.487 -1.011 0.206  0.11
15 H -3.731 1.394 -1.269  0.09
16 H -3.848 1.772 0.458  0.09
17 H 0.781 1.455 0.751  0.06
18 H 3.147 2.073 0.624  0.11
19 H 5.255 1.361 0.139  0.11
20 H 4.145 -1.881 -0.628  0.12
21 H 1.746 -2.516 -0.496  0.11
22 H -2.495 -2.005 0.393  0.17

---

No. 3
Below is a cluster of 2 separate species, C9H8N2O3S in total in a non-equilibrium geometry, with properties calculated with wB97M-V/def2-TZVPD.

For the energy above the lowest of the compared OMol25 structures with the same formula, charge and spin, the calculation gives 89.3 kcal/mol. As for the total charge: 0. Its SMILES is C#CC1=CS[C@H]2CC(=O)N2[C@]12OC2=O.N. For the total energy, the calculation gives -1081.0124 Ha. The calculation puts the strongest force on any atom at 4.67 eV/Å. The HOMO-LUMO gap is 8.60 eV. As for the HOMO energy: -8.602 eV.

Each line ends with the Löwdin charge.
Positions of all 23 atoms, in Å:
1 C 3.059 2.675 0.953  0.20
2 C 2.036 2.044 1.084  -0.12
3 C 0.907 1.267 1.053  -0.20
4 C -0.126 1.789 1.799  -0.32
5 S -1.684 1.024 1.989  0.99
6 C -1.583 -0.272 0.706  -0.47
7 C -2.538 0.106 -0.454  -0.06
8 C -1.298 0.462 -1.253  -0.39
9 O -1.138 0.904 -2.371  0.12
10 N -0.509 -0.137 -0.283  0.04
11 C 0.806 0.085 0.078  -0.25
12 O 1.617 -1.068 0.457  0.22
13 C 1.997 -0.352 -0.549  -0.45
14 O 2.895 -0.272 -1.305  0.20
15 H 3.863 3.243 0.989  -0.01
16 H 0.014 2.717 2.312  0.08
17 H -1.612 -1.355 1.186  0.16
18 H -3.172 0.897 -0.211  0.08
19 H -3.066 -0.792 -0.788  0.13
20 N -0.314 -3.169 -1.153  0.01
21 H 0.633 -3.315 -0.742  0.03
22 H -0.188 -2.456 -1.924  0.04
23 H -0.598 -4.022 -1.573  -0.01

---

No. 4
Below is the ion C9H8N3O with charge +1 in a non-equilibrium geometry, with properties calculated with wB97M-V/def2-TZVPD.

For the energy above the lowest of the compared OMol25 structures with the same formula, charge and spin, the calculation gives 157.5 kcal/mol. As for the total charge: +1. For the total energy, the calculation gives -586.7203 Ha. The calculation puts the strongest force on any atom at 4.35 eV/Å. The HOMO-LUMO gap (spin up / spin down) is 6.27 / 6.53 eV. As for the HOMO energy (spin up / spin down): -12.742 / -12.205 eV.

Each line ends with the Löwdin charge.
Positions of all 21 atoms, in Å:
1 C 2.812 2.004 -0.082  -0.22
2 C -2.050 2.476 -0.115  -0.05
3 C -2.566 1.173 -0.089  -0.03
4 C -0.716 2.738 0.229  0.09
5 C -1.715 0.070 0.010  0.02
6 C 1.561 1.818 0.298  0.12
7 C 0.253 1.506 0.245  -0.11
8 C -0.308 0.224 0.017  -0.14
9 C 2.775 -1.616 0.298  -0.02
10 N 3.886 2.189 -0.483  0.23
11 N 0.603 -0.793 0.071  -0.08
12 N 1.726 -0.693 0.529  0.11
13 O 0.215 -2.032 -0.511  0.14
14 H -2.778 3.299 -0.273  0.14
15 H -3.637 1.041 -0.343  0.14
16 H -0.566 3.758 0.431  0.10
17 H -1.940 -0.995 0.162  0.13
18 H 2.753 -2.276 -0.544  0.09
19 H 3.572 -1.024 -0.019  0.07
20 H 2.972 -2.235 1.252  0.16
21 H -0.443 -1.941 -1.171  0.11

---

No. 5
Below is the ion C9H8NO2S with charge -1 in a non-equilibrium geometry, with properties calculated with wB97M-V/def2-TZVPD.

For the energy above the lowest of the compared OMol25 structures with the same formula, charge and spin, the calculation gives 58.6 kcal/mol. As for the total charge: -1. For the total energy, the calculation gives -951.1386 Ha. The calculation puts the strongest force on any atom at 4.21 eV/Å. The HOMO-LUMO gap (spin up / spin down) is 6.74 / 6.73 eV. As for the HOMO energy (spin up / spin down): -4.481 / -4.480 eV.

Each line ends with the Löwdin charge.
Positions of all 21 atoms, in Å:
1 C 1.932 0.589 -0.903  -0.10
2 C 1.871 1.943 -0.623  -0.11
3 C 0.781 -0.189 -0.847  -0.06
4 C 0.679 2.536 -0.237  -0.14
5 C -0.400 0.346 -0.427  -0.21
6 C -0.440 1.745 -0.051  -0.62
7 C -4.093 -0.278 -0.306  -0.81
8 C -1.585 -0.519 -0.299  -0.39
9 C -1.448 -1.477 0.901  -0.03
10 N -2.822 0.187 -0.166  0.07
11 O -5.140 0.332 -0.085  -0.03
12 O -3.900 -1.516 -0.612  -0.06
13 S -1.938 2.360 0.545  0.79
14 H 2.833 -0.011 -0.951  0.09
15 H 2.680 2.598 -0.535  0.07
16 H 0.910 -1.209 -1.004  0.09
17 H 0.813 3.482 0.228  0.09
18 H -1.830 -1.121 -1.205  0.16
19 H -2.338 -2.194 0.844  0.11
20 H -1.405 -0.932 1.759  0.04
21 H -0.477 -1.924 0.912  0.06

---

No. 6
Below is a structure of composition C9H8NO3P in a non-equilibrium geometry, with properties calculated with wB97M-V/def2-TZVPD.

For the energy above the lowest of the compared OMol25 structures with the same formula, charge and spin, the calculation gives 51.0 kcal/mol. As for the total charge: -2. For the total energy, the calculation gives -969.5305 Ha. The calculation puts the strongest force on any atom at 3.90 eV/Å. The HOMO-LUMO gap (spin up / spin down) is 5.24 / 5.25 eV. As for the HOMO energy (spin up / spin down): 0.865 / 0.861 eV.

Each line ends with the Löwdin charge.
Positions of all 22 atoms, in Å:
1 C 1.289 1.402 -1.121  -0.20
2 C 0.375 2.223 -0.540  -0.11
3 C 1.052 0.054 -1.170  -0.19
4 C -0.713 1.583 0.101  -0.02
5 C -0.107 -0.568 -0.728  -0.27
6 C -0.942 0.187 0.016  -0.28
7 C -0.750 -1.707 -1.350  -0.19
8 C -1.899 -0.503 0.822  -0.18
9 C -1.930 -2.013 0.582  -0.30
10 N -1.729 -2.316 -0.815  -0.09
11 O 2.768 -1.409 0.691  -0.41
12 O 3.678 0.835 -0.062  -0.42
13 O 1.732 0.742 1.626  -0.37
14 P 2.528 0.079 0.555  0.19
15 H 2.172 1.721 -1.539  0.07
16 H 0.670 3.225 -0.379  0.08
17 H 1.833 -0.495 -1.775  0.14
18 H -1.422 2.184 0.714  0.10
19 H -1.636 -0.080 1.895  0.16
20 H -2.887 -0.249 0.535  0.08
21 H -1.113 -2.566 1.141  0.12
22 H -2.970 -2.328 0.800  0.08